Computed, not measured: a cluster of 3 separate species, C4H9NO2S in total at a distorted geometry, with ωB97M-V/def2-TZVPD.

Positions of all 17 atoms, in Å:
C (3.219232, 1.114465, 3.184720)
C (0.377348, -0.919220, 4.245201)
C (-2.036207, -0.827739, -1.725680)
C (-1.237270, 0.154582, 0.406621)
N (-1.505164, 0.331176, -1.005664)
O (4.607690, -1.042459, 2.848527)
O (0.346833, -0.993476, 3.134577)
S (3.845888, -0.231656, 3.818221)
H (3.380425, 1.498750, 2.158863)
H (2.714180, 1.870363, 3.749454)
H (-1.436827, -1.743560, -1.610620)
H (-3.074282, -0.963432, -1.438349)
H (-1.889688, -0.635724, -2.876828)
H (-2.252755, 0.178186, 0.996915)
H (-0.818028, -0.888314, 0.412676)
H (-0.486107, 0.929860, 0.857186)
H (-1.918901, 1.240634, -1.172669)

Atoms 1-3, force components in eV/Å:
C 0.71 0.33 -0.98
C 0.00 0.09 1.39
C 0.66 1.46 -2.00

Values from the calculation:
HOMO-LUMO gap in eV: 8.08
2S+1: 1
Total charge: 0
E in eV: -20711.1734
F_max in hartree/bohr: 0.0499
Energy relative to the best compared isomer or geometry (same formula, charge and spin) in kJ/mol: 372.4
HOMO in eV: -8.38

=====

Computed, not measured: the molecule C18H21N5O2S at a distorted geometry, with ωB97M-V/def2-TZVPD.

Positions of all 47 atoms, in Å:
H (-2.707719, 1.227873, 0.087038)
N (-1.952418, 1.899908, 0.055544)
C (-0.758673, 1.455970, 0.107068)
C (0.381999, 2.366324, 0.032132)
C (0.196744, 3.819155, 0.013019)
N (-1.042537, 4.302046, -0.048537)
S (1.494099, 4.851783, 0.073101)
C (1.645914, 1.857807, -0.027037)
C (1.890027, 0.468820, 0.000772)
C (3.221598, -0.046851, -0.102296)
O (4.249312, 0.580263, -0.234196)
N (3.289117, -1.486043, -0.036086)
C (4.516945, -2.062973, -0.126304)
C (4.680242, -3.407608, -0.071569)
C (3.542912, -4.230896, 0.083311)
C (2.311352, -3.661174, 0.174650)
C (2.152004, -2.251635, 0.116230)
N (0.949647, -1.739105, 0.203768)
C (0.804784, -0.405423, 0.146084)
N (-0.453182, 0.089942, 0.241914)
C (-1.540170, -0.852012, 0.435749)
C (-2.194790, -1.256152, -0.890321)
C (-3.601891, -1.793662, -0.648184)
O (-4.363036, -0.732328, -0.106740)
C (-5.716577, -1.000298, 0.228161)
C (-6.565102, -1.393917, -0.982468)
C (-5.858410, -2.026681, 1.354924)
H (-1.172045, 5.299675, -0.030675)
H (-1.806992, 3.620728, -0.039583)
H (2.492989, 2.524410, -0.100315)
H (5.327920, -1.357513, -0.242630)
H (5.664854, -3.837186, -0.145459)
H (3.659658, -5.302377, 0.128849)
H (1.411750, -4.241612, 0.293826)
H (-2.288647, -0.394733, 1.087875)
H (-1.125517, -1.730009, 0.931286)
H (-2.268650, -0.383882, -1.542446)
H (-1.587362, -2.010376, -1.390337)
H (-3.561199, -2.641352, 0.049025)
H (-4.032162, -2.138518, -1.597222)
H (-6.059200, -0.025045, 0.595733)
H (-7.617255, -1.345309, -0.716953)
H (-6.380402, -0.708654, -1.806291)
H (-6.339735, -2.407472, -1.306834)
H (-6.877869, -2.012322, 1.729489)
H (-5.182879, -1.782934, 2.171674)
H (-5.637905, -3.031389, 1.001243)

Atoms 1-3, force components in eV/Å:
H 0.11 -0.23 0.02
N -0.67 -0.14 0.02
C 0.20 -0.09 -0.04

Values from the calculation:
HOMO-LUMO gap in eV: 6.82
SMILES: [H]/N=c1/c(C(N)=S)cc2c(=O)n3ccccc3nc2n1CCCOC(C)C
2S+1: 1
Total charge: 0
E in eV: -41388.7028
F_max in hartree/bohr: 0.0209
Energy relative to the best compared isomer or geometry (same formula, charge and spin) in kJ/mol: 93.2
HOMO in eV: -7.49

=====

Computed, not measured: a cluster of 9 separate species, C59H89N11O11 in total at a distorted geometry, with ωB97M-V/def2-TZVPD.

Positions of all 170 atoms, in Å:
C (-2.380848, -4.101006, -0.735258)
C (-2.257528, -3.298395, -1.861501)
C (-1.116658, -2.492001, -1.923759)
C (-0.218234, -2.368710, -0.861611)
C (-0.392944, -3.171687, 0.350975)
C (-1.437845, -4.067815, 0.308352)
C (0.521346, -3.172741, 1.559160)
O (0.429585, -3.960198, 2.526224)
C (1.393132, -1.997184, 1.562412)
C (1.996993, -1.604904, 2.791222)
C (2.878618, -0.486648, 2.874330)
C (3.183114, 0.258089, 1.717842)
C (2.572345, -0.043294, 0.477413)
C (1.611202, -1.129254, 0.424371)
C (0.948172, -1.404301, -0.879486)
O (1.247616, -0.823119, -1.981876)
H (-3.004817, -4.980055, -0.669352)
H (-2.883583, -3.360654, -2.739333)
H (-0.945437, -1.882038, -2.798427)
H (-1.675662, -4.683599, 1.163137)
H (1.645168, -2.175694, 3.637872)
H (3.348244, -0.186201, 3.799306)
H (3.880935, 1.081898, 1.689924)
H (2.682536, 0.604871, -0.379394)
C (-5.329050, -1.535032, -0.623713)
C (-6.644076, -1.299797, -0.163148)
C (-7.102506, 0.045076, -0.219687)
C (-6.295692, 1.024713, -0.873132)
C (-4.935957, 0.729912, -1.283092)
C (-4.486114, -0.641870, -1.114715)
C (-4.006946, 1.767498, -1.954327)
O (-2.870994, 1.366830, -2.355622)
C (-4.545335, 3.161088, -1.914935)
C (-3.746752, 4.186034, -2.281536)
C (-4.260819, 5.490584, -2.435796)
C (-5.559735, 5.865722, -2.032434)
C (-6.369814, 4.774016, -1.673200)
C (-5.873460, 3.482744, -1.523501)
C (-6.786204, 2.494077, -0.917040)
O (-7.884719, 2.835983, -0.367563)
H (-4.934144, -2.540015, -0.644829)
H (-7.109162, -2.156560, 0.301668)
H (-7.998188, 0.382674, 0.280494)
H (-3.451012, -0.941156, -1.188057)
H (-2.685596, 4.049594, -2.428944)
H (-3.521584, 6.231707, -2.701636)
H (-5.804156, 6.882450, -2.302487)
H (-7.415511, 5.013834, -1.549136)
C (2.541884, 3.050804, 4.283931)
O (3.665088, 2.955374, 3.840440)
N (1.452619, 2.910306, 3.599649)
N (2.250814, 3.610446, 5.487140)
H (0.614394, 3.065983, 4.141154)
H (1.426542, 2.770784, 2.599672)
H (1.343095, 3.783360, 5.894866)
H (3.051130, 3.887769, 6.037311)
C (-0.406021, -0.325681, -5.220352)
O (-1.035313, -0.214542, -6.282427)
N (0.652739, -1.038579, -4.949191)
N (-0.878369, 0.224686, -4.116903)
H (1.064499, -1.707983, -5.583585)
H (0.979075, -0.899649, -4.003520)
H (-1.730190, 0.766867, -4.093784)
H (-0.330433, 0.147705, -3.271951)
C (6.377625, -0.475286, 2.748603)
O (6.459558, -0.679123, 1.508416)
N (6.465628, -1.420534, 3.678282)
N (6.473014, 0.722008, 3.126421)
H (6.492718, -2.372909, 3.343107)
H (6.207991, -1.271290, 4.643401)
H (6.854048, 0.914756, 4.041714)
H (6.210234, 1.453948, 2.481961)
C (7.180200, 0.789526, -1.835126)
O (7.556714, 1.016045, -2.945204)
N (7.774418, 0.086414, -0.916307)
N (5.995484, 1.178173, -1.460102)
H (7.246906, -0.142800, -0.086072)
H (8.663135, -0.381804, -1.021466)
H (5.621276, 1.797454, -2.164778)
H (5.726571, 0.962913, -0.510651)
C (1.407861, -0.283099, 10.812216)
C (1.090146, -0.015698, 9.322572)
C (2.358949, -0.356942, 8.539464)
C (2.150462, -0.447646, 6.999426)
C (1.007277, -1.473126, 6.792125)
C (-0.392549, -1.127322, 7.501258)
N (-0.012659, -0.931179, 8.928788)
O (-1.097823, -0.920647, 9.780168)
C (-0.978432, 0.136446, 6.787034)
C (-1.444339, -2.297478, 7.415486)
C (0.732263, 1.477182, 9.198912)
H (1.423398, -1.351229, 11.028906)
H (0.813789, 0.256905, 11.549490)
H (2.401571, 0.089877, 11.060292)
H (3.073375, 0.455538, 8.671998)
H (2.759434, -1.275398, 8.968586)
H (3.060463, -0.685642, 6.448638)
H (1.896332, 0.529384, 6.588422)
H (1.465356, -2.400999, 7.134638)
H (0.961078, -1.629046, 5.714324)
H (-1.509204, 0.827922, 7.441439)
H (-0.162541, 0.677645, 6.307945)
H (-1.659555, -0.108231, 5.971980)
H (-2.481207, -2.089033, 7.679245)
H (-1.420507, -2.842192, 6.471654)
H (-1.319282, -3.025761, 8.216780)
H (1.343267, 2.081564, 9.869361)
H (-0.324850, 1.544681, 9.455927)
H (0.823179, 1.932204, 8.212614)
H (-1.370789, -0.004156, 9.695642)
C (3.441376, 5.237727, 0.208124)
C (2.123392, 4.785555, -0.559739)
C (0.970328, 5.496732, 0.166357)
C (-0.408570, 5.502974, -0.421034)
C (-0.355759, 5.872018, -1.869684)
C (0.828787, 5.226057, -2.659518)
N (2.104607, 5.240198, -1.981752)
O (3.018418, 4.495651, -2.774142)
C (0.391125, 3.873433, -3.146354)
C (1.039686, 6.127233, -3.874335)
C (1.900004, 3.323772, -0.129597)
H (3.645613, 6.299481, 0.070015)
H (4.283122, 4.726134, -0.258603)
H (3.384150, 4.941533, 1.255553)
H (0.830159, 5.214867, 1.209913)
H (1.238816, 6.535864, 0.356655)
H (-1.164228, 5.942014, 0.230376)
H (-0.719406, 4.459196, -0.376171)
H (-0.389617, 6.959475, -1.803398)
H (-1.293956, 5.568613, -2.334278)
H (-0.691913, 3.754362, -3.176975)
H (0.715530, 3.657178, -4.164244)
H (0.774276, 3.010260, -2.602095)
H (0.234049, 5.880929, -4.565990)
H (1.364840, 7.141868, -3.644351)
H (1.842223, 5.672299, -4.454919)
H (0.894175, 2.933580, -0.285069)
H (2.144694, 3.160773, 0.920000)
H (2.567921, 2.699207, -0.722807)
H (2.784689, 3.610238, -2.485987)
C (0.110153, -4.712943, -7.219138)
C (-1.382273, -4.572766, -7.498595)
C (-1.829966, -5.817016, -8.303945)
C (-1.844926, -7.181589, -7.453673)
C (-2.752288, -6.929014, -6.258653)
C (-2.448878, -5.617130, -5.400462)
N (-2.181518, -4.507748, -6.254007)
O (-2.074672, -3.195894, -5.575153)
C (-3.698508, -5.584293, -4.570950)
C (-1.244298, -5.803220, -4.403979)
C (-1.695721, -3.486754, -8.508629)
H (0.799328, -4.367879, -7.989894)
H (0.395052, -5.761502, -7.132700)
H (0.539265, -4.038443, -6.478194)
H (-2.875773, -5.668519, -8.572912)
H (-1.271241, -5.904223, -9.235786)
H (-0.836767, -7.364936, -7.082056)
H (-2.268588, -8.067956, -7.925853)
H (-2.817411, -7.760270, -5.556594)
H (-3.785491, -7.053055, -6.583002)
H (-3.954197, -4.607622, -4.160059)
H (-4.626133, -5.899782, -5.048547)
H (-3.568491, -6.264346, -3.729099)
H (-1.556063, -6.019537, -3.382160)
H (-0.788346, -6.725042, -4.765162)
H (-0.455053, -5.053929, -4.342810)
H (-2.767337, -3.417821, -8.695704)
H (-1.403515, -3.785020, -9.515476)
H (-1.237950, -2.501093, -8.424767)
H (-2.946383, -2.815009, -5.704146)

Atoms 1-3, force components in eV/Å:
C 0.97 -0.96 0.70
C 1.47 0.16 0.06
C -0.47 0.38 0.06

Values from the calculation:
HOMO-LUMO gap (alpha / beta) in eV: 2.98 / 6.26
2S+1: 2
Total charge: -1
E in eV: -101537.2404
F_max in hartree/bohr: 0.1238
HOMO (alpha / beta) in eV: -2.89 / -6.17
<S²>: 0.777

=====

Computed, not measured: the molecule C20H29N3O3, with ωB97M-V/def2-TZVPD.

Positions of all 55 atoms, in Å:
C (-5.224451, -1.179328, 0.234716)
C (-4.760415, 0.271746, 0.107477)
C (-4.450225, 0.827528, 1.497229)
C (-5.862229, 1.105389, -0.549720)
C (-3.492775, 0.359025, -0.770603)
N (-2.384816, -0.392677, -0.207742)
C (-2.034345, -1.625436, -0.872457)
C (-1.327326, -2.518759, 0.143555)
N (-0.270761, -1.781210, 0.791142)
C (-0.201873, -0.442805, 0.928882)
O (0.681114, 0.081126, 1.576629)
C (-1.225893, 0.380923, 0.158930)
C (-0.445681, 1.022861, -1.026589)
C (0.525434, 2.029446, -0.436589)
O (0.117568, 2.945037, 0.252421)
N (1.848787, 1.892103, -0.708015)
C (2.779637, 2.643514, 0.112258)
C (4.008113, 1.817398, 0.501917)
O (3.724662, 0.575382, 1.104184)
C (3.257618, -0.461416, 0.363588)
C (3.365818, -1.706640, 0.987128)
C (2.949577, -2.860701, 0.358982)
C (2.425138, -2.798886, -0.922143)
C (2.299015, -1.568784, -1.537449)
C (2.702032, -0.391617, -0.918889)
C (2.437440, 0.929508, -1.610212)
H (-6.131335, -1.232311, 0.832997)
H (-5.437978, -1.605097, -0.743928)
H (-4.457782, -1.776208, 0.720161)
H (-4.140228, 1.867899, 1.434091)
H (-3.649108, 0.255498, 1.957000)
H (-5.329955, 0.769908, 2.134224)
H (-5.552196, 2.143425, -0.646961)
H (-6.096150, 0.722882, -1.541382)
H (-6.768348, 1.074821, 0.050609)
H (-3.728658, -0.000249, -1.779886)
H (-3.218916, 1.414217, -0.853029)
H (-1.377161, -1.470128, -1.745201)
H (-2.941208, -2.122315, -1.217084)
H (-2.055063, -2.861861, 0.891281)
H (-0.897056, -3.395254, -0.350078)
H (0.427229, -2.305141, 1.300980)
H (-1.542140, 1.200479, 0.813003)
H (-1.153026, 1.560632, -1.661969)
H (0.041900, 0.242133, -1.602326)
H (3.118793, 3.544603, -0.415814)
H (2.229865, 2.946261, 1.006712)
H (4.560884, 2.371457, 1.266188)
H (4.677630, 1.669397, -0.356422)
H (3.777969, -1.728433, 1.983189)
H (3.042316, -3.811204, 0.864060)
H (2.107142, -3.696253, -1.431267)
H (1.875082, -1.513047, -2.531607)
H (3.360907, 1.363498, -2.009200)
H (1.780468, 0.773374, -2.469052)

Atoms 1-3, force components in eV/Å:
C 0.12 0.27 -0.05
C -0.06 0.07 -0.08
C -0.03 -0.10 -0.25

Values from the calculation:
HOMO-LUMO gap in eV: 8.95
SMILES: CC(C)(C)CN1CCNC(=O)[C@H]1CC(=O)N1CCOc2ccccc2C1
2S+1: 1
Total charge: 0
E in eV: -31824.3705
F_max in hartree/bohr: 0.0105
Energy relative to the best compared isomer or geometry (same formula, charge and spin) in kJ/mol: 193.9
HOMO in eV: -8.27